[1]
DFT (ωB97M-V/def2-TZVPD) results for a molecular structure, C9H29O10Pd.

Its expectation value of S² is 2.01. Its net charge is +1. As for the total energy: -33746.4807 eV. The strongest force on any atom is 1.70 eV/Å. The energy relative to the best compared isomer or geometry (same formula, charge and spin) is 0.0 kcal per mole. The multiplicity is 3. The value obtained for the lowest unoccupied orbital energy (alpha / beta) is -4.55 / -6.66 eV.

The geometry in XYZ format:
```
49
Properties=species:S:1:pos:R:3:forces:R:3
Pd -0.248520 -0.143990 2.413240 -1.3 -0.1 -1.1
O -0.245822 0.267478 0.369310 -0.1 0.3 0.9
H -0.740060 1.089300 0.497150 0.0 0.2 -0.4
C 4.312768 -1.715825 -0.829083 0.2 -1.0 0.3
C 3.086553 -0.867514 -1.001197 0.0 1.1 -0.8
O 2.098355 -1.235062 -0.068751 -0.3 -0.4 0.4
O 4.462640 -2.058748 0.552068 0.2 0.3 -0.2
H 5.184592 -1.182312 -1.218089 0.0 0.1 0.1
H 4.216026 -2.644759 -1.409799 -0.1 0.1 0.0
H 2.738177 -0.961493 -2.042919 -0.1 -0.3 0.2
H 3.337307 0.203009 -0.944149 0.0 -0.2 0.5
H 1.300910 -0.716482 -0.204446 0.2 0.3 -0.2
H 5.198749 -2.673441 0.620196 0.0 0.0 0.0
C -1.730866 1.975243 -2.486190 -0.2 -0.4 -0.1
C -0.360406 1.559235 -2.979931 -0.1 0.3 -0.2
O 0.619008 1.637577 -1.953128 0.2 0.3 0.0
O -2.331559 1.018400 -1.607365 0.1 0.1 0.4
H -2.441196 2.064411 -3.308733 0.2 0.1 -0.1
H -1.637440 2.947849 -1.992084 0.0 0.0 0.0
H -0.062634 2.276969 -3.748722 0.1 -0.1 0.1
H -0.347640 0.567291 -3.437069 -0.3 -0.1 0.1
H 0.348521 1.135166 -1.176496 0.1 -0.2 -0.2
H -1.643410 0.618228 -1.060073 -0.2 -0.1 -0.3
C -0.157269 3.761696 1.459991 0.9 -0.4 -0.3
C -1.317396 3.298291 2.297063 -0.4 -0.1 0.6
O -1.093047 1.986693 2.950665 1.1 -0.1 -0.1
O 1.049321 3.874036 2.222171 -0.6 0.2 0.3
H -0.355545 4.760708 1.075358 -0.1 0.0 0.1
H 0.027352 3.117024 0.587259 -0.2 0.1 0.1
H -2.257545 3.191511 1.760397 0.2 -0.1 -0.3
H -1.518332 4.010938 3.102633 0.2 -0.1 0.0
H -0.275337 2.095674 3.464600 -0.4 0.6 0.3
H 1.450382 3.019831 2.403585 0.1 -0.1 -0.4
C -2.591565 -1.659103 1.189846 0.0 0.6 -0.9
C -1.716766 -2.740403 1.727567 -0.2 -0.2 0.6
O -0.346310 -2.252709 1.833944 -0.5 -0.3 0.0
O -2.508300 -0.477736 2.050360 0.2 -1.1 0.1
H -3.622558 -1.995627 1.068122 0.0 -0.1 0.5
H -2.277541 -1.385931 0.179763 0.1 0.0 0.2
H -1.756880 -3.598872 1.058188 0.1 0.1 -0.1
H -2.067483 -3.060654 2.714953 0.2 0.1 0.0
H 0.263738 -3.000635 1.800106 0.3 0.3 0.1
H -3.260046 0.086732 1.832526 0.3 0.4 0.1
C 0.000742 -3.011251 -1.777499 -0.2 -0.1 -0.1
O -0.867029 -1.910761 -1.576311 -0.3 0.2 0.2
H 0.871543 -2.722491 -2.364747 0.2 -0.1 0.1
H 0.312233 -3.456638 -0.830565 0.2 0.0 0.0
H -0.562803 -3.753720 -2.339865 0.0 0.0 0.0
H -0.537614 -1.337129 -0.873847 0.2 -0.1 -0.2
```
Forces are in eV/Å.



[2]
DFT (ωB97M-V/def2-TZVPD) results for 10 unconnected molecules or ions with the total composition C32H53BrCl27F3N3O4.

Its net charge is +1. As for the total energy: -462993.7826 eV. The strongest force on any atom is 2.89 eV/Å. The value obtained for the lowest unoccupied orbital energy is -2.51 eV.

The geometry in XYZ format:
```
123
Properties=species:S:1:pos:R:3:forces:R:3
C 7.196460 -2.094694 0.049604 0.0 0.2 0.7
C 5.828923 -1.599388 0.470498 0.0 -0.1 -0.5
O 4.845813 -2.500883 -0.000367 -0.1 -0.3 0.0
C 3.546112 -2.287952 0.530903 0.6 0.0 -0.2
C 2.498374 -2.277102 -0.568343 -0.6 0.2 0.3
C 1.630465 -1.013004 -0.578462 -0.1 -0.5 0.3
C 0.171259 -1.331844 -0.849185 0.3 0.1 -0.4
C -0.770111 -0.136024 -0.824744 0.1 -0.1 0.1
C -1.398155 0.196648 0.539415 0.2 -0.1 -0.2
C -2.159669 1.516900 0.598544 -0.1 0.0 -0.2
Br -2.905991 2.098367 -1.077022 -0.1 0.1 -0.2
N -1.409689 2.692571 1.191612 -0.4 -0.1 -0.2
C -0.018228 2.484429 1.742390 0.4 0.6 0.4
C 1.015198 2.338340 0.628857 -0.4 -0.4 -0.6
C 0.777286 3.060733 -0.690455 0.5 0.1 -0.3
C 1.807350 2.594119 -1.738482 -0.1 0.3 -0.1
O 1.224555 1.885714 -2.812918 0.0 -0.3 0.1
C 0.242007 3.748940 2.599303 0.4 0.2 0.0
C 1.011816 4.888189 1.954165 -0.6 0.5 0.3
C 1.138478 6.072712 2.925663 0.3 -0.9 -0.1
O 2.405958 6.092343 3.548510 0.1 0.1 0.2
C -0.075209 1.175638 2.561831 -0.1 -1.4 0.1
O 1.141103 0.755985 3.069818 0.1 0.6 -0.4
C 2.184135 1.593506 3.559741 0.4 0.2 0.6
C 2.102286 1.941499 5.030445 0.0 -0.4 -0.2
C -1.130182 1.229223 3.772231 0.4 0.1 -0.3
F -0.635581 0.675478 4.853324 0.1 -0.1 0.4
F -1.506429 2.496746 4.077587 -0.2 0.0 0.2
F -2.259181 0.586472 3.464372 -0.4 0.0 0.0
N -0.553086 0.049883 1.725776 -0.2 0.2 -1.6
N -0.013035 -1.161573 2.038975 0.5 0.7 2.8
C -0.537747 -2.228564 2.515085 0.0 0.1 -1.4
C -1.754404 -2.937958 2.008962 -0.5 0.1 0.5
C 0.204511 -2.893289 3.620386 0.1 -0.2 -0.3
H 7.724692 -2.494394 0.903730 0.2 -0.3 0.2
H 7.782067 -1.261676 -0.307977 0.3 0.1 -0.4
H 7.122180 -2.881649 -0.682105 0.0 -0.1 -0.4
H 5.785287 -1.490668 1.550850 -0.2 0.0 0.3
H 5.637500 -0.632149 0.008997 -0.1 0.4 0.1
H 3.333283 -3.072082 1.250661 0.0 -0.3 0.2
H 3.539300 -1.356288 1.086744 -0.1 0.4 0.1
H 1.816051 -3.094050 -0.368740 -0.1 -0.4 -0.2
H 2.952069 -2.448905 -1.533091 0.2 -0.1 -0.2
H 1.985124 -0.294075 -1.305906 0.2 0.3 -0.1
H 1.688065 -0.613715 0.425241 0.1 0.4 0.2
H 0.103378 -1.770608 -1.838322 0.0 -0.1 -0.3
H -0.137222 -2.103082 -0.161660 -0.2 -0.2 0.2
H -1.601321 -0.395720 -1.466357 -0.4 0.1 -0.2
H -0.293993 0.710718 -1.301130 0.2 0.2 0.0
H -2.213571 -0.517289 0.622479 -0.1 -0.3 0.3
H -3.029603 1.358398 1.206983 -0.2 0.2 0.5
H -1.409076 3.452239 0.508461 0.3 0.0 -0.2
H -1.981877 3.047673 1.958272 0.0 0.0 0.2
H 1.116770 1.290511 0.395922 0.0 -0.4 0.0
H 1.987487 2.628082 0.987846 0.3 0.2 0.4
H 0.889715 4.133153 -0.612540 -0.2 0.3 0.2
H -0.191061 2.854308 -1.129908 -0.3 -0.1 0.0
H 2.533643 1.948403 -1.267238 0.2 -0.4 0.0
H 2.362198 3.445622 -2.116622 0.1 0.3 -0.1
H 0.852704 2.520245 -3.429812 0.0 0.0 -0.1
H 0.746300 3.490427 3.513171 0.1 -0.2 0.3
H -0.684277 4.183543 2.945539 -0.4 0.0 0.0
H 2.013931 4.617075 1.657782 0.2 -0.2 -0.4
H 0.440017 5.251301 1.109622 0.1 0.0 -0.5
H 0.926451 6.988107 2.399375 0.0 0.5 -0.1
H 0.426389 5.932422 3.726820 -0.3 0.3 0.3
H 3.087916 6.223772 2.880139 0.0 0.1 -0.1
H 3.093406 1.027070 3.423701 0.1 -0.5 -0.2
H 2.354897 2.503053 2.999418 -0.2 0.1 -0.4
H 1.829319 1.071373 5.607468 -0.2 -0.3 0.2
H 3.102254 2.205492 5.341820 0.3 0.4 0.2
H 1.422725 2.751322 5.253352 -0.2 0.2 0.2
H -2.680488 -2.409132 2.204271 -0.2 0.3 -0.1
H -1.850573 -3.898373 2.490282 -0.1 -0.3 0.2
H -1.675720 -3.130350 0.949112 0.0 0.1 -0.4
H 0.088633 -3.965497 3.629839 0.1 -0.4 -0.1
H -0.284204 -2.525750 4.519595 0.0 0.1 0.3
H 1.240947 -2.599194 3.629412 0.3 0.1 0.1
C 3.978517 8.934724 2.770358 0.0 0.1 0.0
Cl 5.159536 7.758877 2.177635 0.2 0.1 0.2
Cl 4.677166 10.534406 2.940485 0.1 0.0 0.0
Cl 2.585885 8.979095 1.682870 0.0 0.1 0.0
H 3.648240 8.596480 3.743131 -0.1 0.0 0.0
C 6.195947 -2.049901 -3.809128 0.0 0.0 0.0
Cl 5.745324 -1.945595 -5.508908 0.0 0.0 0.0
Cl 7.462793 -3.249195 -3.571627 0.0 0.0 0.0
Cl 6.696801 -0.469576 -3.197829 0.0 0.0 0.0
H 5.326432 -2.361364 -3.246677 0.0 0.0 0.1
C -6.148879 -0.701465 -2.273304 0.1 -0.1 -0.2
Cl -5.486328 0.625184 -3.232214 0.1 0.1 0.1
Cl -6.436005 -2.072101 -3.331287 -0.1 -0.2 0.1
Cl -5.078084 -1.143095 -0.933073 0.0 0.0 0.0
H -7.091790 -0.375256 -1.860577 0.0 0.0 0.0
C 4.440437 6.949882 -1.721215 0.0 0.0 -0.1
Cl 3.790931 6.094553 -0.315324 -0.2 -0.3 -0.1
Cl 5.744451 6.032210 -2.457703 0.0 0.0 0.0
Cl 3.161477 7.288561 -2.883333 0.0 0.0 0.0
H 4.839970 7.892979 -1.372677 0.0 0.0 0.0
C -4.093505 -5.110981 -3.852248 0.0 -0.2 -0.1
Cl -4.129439 -6.860639 -3.665444 0.0 0.0 0.2
Cl -2.772514 -4.378311 -2.937730 0.0 0.0 0.0
Cl -3.983576 -4.720322 -5.571195 0.0 0.1 0.0
H -5.022644 -4.709629 -3.474624 0.0 0.1 0.0
C -1.829231 -9.775799 1.661763 0.0 0.1 0.0
Cl -3.010829 -9.451639 0.402097 0.2 0.1 0.0
Cl -0.310947 -8.927100 1.349929 0.0 0.0 0.0
Cl -2.476098 -9.347406 3.248245 0.0 0.0 0.0
H -1.621578 -10.836477 1.665906 0.0 0.0 0.0
C -8.980130 2.354307 -4.085090 0.0 0.0 0.0
Cl -10.121066 1.939891 -5.353294 0.0 0.0 0.0
Cl -9.227198 4.000820 -3.514619 0.0 0.0 0.0
Cl -9.095842 1.206757 -2.741154 -0.1 0.0 0.1
H -7.980499 2.283437 -4.490935 0.0 0.0 0.0
C -6.672336 -10.569710 -0.856203 0.1 0.0 -0.1
Cl -5.919727 -9.022003 -1.279543 0.0 0.0 0.0
Cl -6.876701 -11.566508 -2.291253 0.0 0.0 0.0
Cl -5.741311 -11.423078 0.369620 -0.1 -0.1 0.0
H -7.650633 -10.359901 -0.448269 0.0 0.0 0.0
C -4.277387 -1.794912 -7.850108 0.0 0.1 -0.1
Cl -5.465985 -1.709194 -9.145147 0.0 0.0 0.0
Cl -2.770328 -1.014347 -8.323659 0.0 0.0 0.0
Cl -4.912847 -1.082311 -6.365837 0.0 0.0 0.0
H -4.067579 -2.836176 -7.654329 0.0 0.0 0.0
```
Forces are in eV/Å.



[3]
DFT (ωB97M-V/def2-TZVPD) results for 2 unconnected molecules or ions with the total composition C5H9NO3S.

As for the total energy: -23794.8487 eV. The strongest force on any atom is 3.41 eV/Å. The energy relative to the best compared isomer or geometry (same formula, charge and spin) is 102.3 kcal per mole. The value obtained for the lowest unoccupied orbital energy is 0.02 eV.

The geometry in XYZ format:
```
19
Properties=species:S:1:pos:R:3:forces:R:3
C -0.634092 0.864804 -0.184521 3.0 -0.9 -0.1
C 1.966116 0.784744 0.728570 -0.4 1.3 0.1
C 2.094573 0.355534 -0.726483 0.5 0.3 0.4
C 1.071119 -0.242001 0.154018 -2.8 1.0 -0.6
C 1.025595 -1.769823 0.320481 0.9 0.6 2.4
N -3.506903 0.739674 -0.120223 1.8 1.5 -0.3
O -0.609879 2.038749 -0.455135 -0.5 -2.9 0.8
O -2.339883 -1.045951 -1.253977 1.4 -0.1 0.3
O -2.239243 -0.859997 1.242909 1.3 -0.3 0.4
S -2.152301 -0.276947 -0.052531 -3.2 1.1 -0.4
H 2.674466 0.539069 1.492912 0.4 -0.4 0.1
H 1.530675 1.824402 0.876273 0.6 -1.5 -0.2
H 1.779965 1.108409 -1.396043 -0.3 0.7 -0.8
H 2.931317 -0.222637 -1.117186 -0.2 -0.1 0.4
H 2.116692 -2.101778 0.258573 -1.4 0.3 0.1
H 0.483109 -2.182537 -0.488541 -0.5 -0.5 -0.9
H 0.567347 -2.187518 1.301833 0.8 1.0 -1.6
H -3.340602 1.564422 0.523785 -0.4 -1.1 -0.9
H -3.418071 1.069375 -1.104714 -0.7 0.2 0.9
```
Forces are in eV/Å.



[4]
DFT (ωB97M-V/def2-TZVPD) results for a molecular structure, C25H33AuO2S.

Its expectation value of S² is 2.05. As for the total energy: -45076.7626 eV. The strongest force on any atom is 2.70 eV/Å. The energy relative to the best compared isomer or geometry (same formula, charge and spin) is 15.2 kcal per mole. The multiplicity is 3. The value obtained for the lowest unoccupied orbital energy (alpha / beta) is 0.81 / -2.08 eV.

The geometry in XYZ format:
```
62
Properties=species:S:1:pos:R:3:forces:R:3
O 0.626713 0.299889 -7.174778 -0.2 0.4 -1.4
C 0.480809 1.595792 -7.826309 0.0 0.3 0.4
C 0.318171 1.038473 -9.226633 0.3 0.1 0.9
H 1.380497 2.181030 -7.686479 0.1 0.4 0.2
H -0.397119 2.122634 -7.466329 0.0 0.2 0.1
C 0.463309 -0.309048 -8.495167 0.0 -0.6 -0.6
H 1.163635 1.317288 -9.846316 -0.1 -0.2 -0.4
H -0.641249 1.292264 -9.665420 0.0 -0.3 -0.3
C 1.700672 -1.065230 -8.909238 0.1 -0.3 0.1
H 2.582033 -0.430434 -8.841487 0.0 0.1 0.0
H 1.603977 -1.402367 -9.944767 0.0 0.0 0.1
H 1.861443 -1.933271 -8.264065 0.0 0.0 -0.1
C -0.772176 -1.163137 -8.518731 -0.1 -0.3 0.2
H -1.638027 -0.592854 -8.192404 -0.1 0.1 0.1
H -0.641834 -2.017394 -7.847257 -0.1 0.0 -0.1
H -0.977916 -1.532282 -9.519935 0.1 -0.1 -0.2
Au 0.151600 0.253225 0.614265 0.2 -0.2 0.1
C -2.545665 -0.453514 1.079013 0.0 0.9 -0.5
C -1.904193 0.828587 1.273325 0.2 0.4 -0.6
C -1.662463 1.398347 -0.058475 -0.5 -0.4 0.9
H -1.869447 1.418712 2.199145 0.2 -0.5 -0.4
C -2.283425 0.501923 -1.009295 -0.4 -0.7 0.8
C -2.782965 -0.611699 -0.308124 -0.2 0.5 -0.5
H -3.335780 -1.432924 -0.765443 0.4 0.2 0.2
H -2.865144 -1.126890 1.861840 0.1 0.1 0.0
H -1.332752 2.413754 -0.253642 -0.2 -0.2 0.1
H -2.435322 0.705256 -2.062712 0.2 -0.2 0.3
C 1.335178 -1.601902 1.190449 0.6 1.0 -1.2
C 0.637926 -2.624873 0.437276 0.8 0.1 -0.6
C 0.977685 -2.484384 -0.930870 0.4 0.0 0.3
H 0.050417 -3.439197 0.861690 0.1 0.4 -0.1
C 1.867402 -1.395657 -1.095307 -0.7 -0.5 0.4
C 2.075104 -0.776827 0.200640 -0.5 -1.0 1.2
H 2.855389 -0.063474 0.472697 -0.3 -0.4 -0.3
H 1.514353 -1.596035 2.262582 -0.1 0.0 -0.3
H 0.653969 -3.159910 -1.726252 0.0 0.4 0.3
H 2.329000 -1.079400 -2.027582 -0.2 0.0 0.2
O 1.458503 0.260061 -4.170262 -2.1 1.1 1.2
C 0.099213 -0.345460 -4.151660 0.4 -0.4 1.1
C -0.929820 0.775511 -4.490206 0.2 0.3 0.2
H -0.082489 -0.730607 -3.094971 0.2 0.4 -1.1
H 0.051328 -1.223036 -4.827933 0.3 0.8 0.2
C -0.008705 1.991817 -4.702733 0.3 -0.1 -0.8
H -1.586791 1.045669 -3.645459 0.3 -0.6 -0.4
H -1.555664 0.504077 -5.350785 0.3 0.2 0.1
C 1.115533 1.633237 -3.694717 -0.4 -0.6 -0.3
H -0.497967 2.990487 -4.635873 0.3 -0.7 0.4
H 0.362999 1.876947 -5.740969 0.2 0.5 1.3
H 0.628338 1.596676 -2.662858 0.8 -0.1 -0.9
H 2.012103 2.287896 -3.651419 -0.5 -0.7 -0.3
S 1.507215 2.431955 1.096792 0.2 0.3 -1.9
C 1.299695 2.390802 2.769654 0.2 0.1 1.3
C 2.113404 1.523732 3.529936 -0.8 0.4 0.1
C 1.894908 1.411951 4.891023 -0.2 0.1 0.4
C 0.936032 2.228838 5.530371 -0.2 -0.2 -0.7
C 0.151984 3.118698 4.764156 0.1 -0.1 0.2
C 0.340628 3.215106 3.391123 0.6 -0.7 0.1
H 2.866801 0.958561 2.996807 0.0 -0.2 0.2
H 2.447234 0.645354 5.440472 -0.1 0.5 0.1
H 0.761964 2.137667 6.602594 0.1 0.0 -0.3
H -0.650972 3.709766 5.218435 0.5 -0.2 0.0
H -0.191782 3.891523 2.733580 -0.3 0.0 0.3
```
Forces are in eV/Å.